Entry A
C4H12O2 | the ωB97M-V functional and the def2-TZVPD basis

HOMO-LUMO gap (alpha / beta)	0.369 / 0.238	hartree
net charge	+1
multiplicity	2
E_LUMO (alpha / beta)	-4.820 / -8.367	eV
E_HOMO (alpha / beta)	-0.5457 / -0.5455	hartree

```
18
Properties=species:S:1:pos:R:3:mulliken_spin:R:1
C 0.10120 0.23903 -2.53397 0.03
C 0.97208 -0.07891 -1.34511 0.36
C 0.76052 -1.01982 -0.40932 0.35
C 1.62568 -1.19894 0.80502 0.04
H -0.39203 -0.68946 -2.75481 0.00
H 0.69170 0.51732 -3.40601 0.02
H -0.56538 1.12778 -2.28258 0.05
H 1.77020 0.64497 -1.17529 0.02
H -0.37510 -1.11180 -0.24319 0.06
H 2.51497 -0.72419 0.72207 -0.01
H 1.79454 -2.23826 1.12875 0.03
H 1.21334 -0.63712 1.67676 0.04
H -3.17664 0.77704 1.09856 0.00
H -3.19179 -0.38252 2.04160 0.00
O -2.65087 0.09250 1.35972 0.00
H -0.81319 1.25018 1.18758 0.00
H -0.16758 1.62263 2.53517 0.00
O -0.11166 1.80957 1.59507 0.00
```



Entry B
C4H12O2 | the ωB97M-V functional and the def2-TZVPD basis

HOMO-LUMO gap (alpha / beta)	0.374 / 0.244	hartree
net charge	+1
multiplicity	2
E_LUMO (alpha / beta)	-5.442 / -8.966	eV
E_HOMO (alpha / beta)	-0.5735 / -0.5731	hartree

```
18
Properties=species:S:1:pos:R:3:mulliken_spin:R:1
C 0.00135 -0.63710 1.31414 0.05
C -0.11946 0.03782 0.00739 0.37
C 0.09053 1.43960 -0.09449 0.38
C -0.17188 -0.79375 -1.19639 0.04
H -0.28515 0.06898 2.09358 0.00
H 1.00598 -1.02221 1.50423 0.02
H -0.69582 -1.47336 1.38475 0.02
H 0.17509 1.85188 -1.08940 0.03
H 0.03715 2.05347 0.79429 0.03
H -0.38843 -0.29465 -2.13409 0.00
H -0.98075 -1.51731 -1.05785 0.02
H 0.71889 -1.42599 -1.29356 0.03
H -2.26732 0.33924 -0.02038 -0.01
H -3.48302 -0.50799 0.38954 0.00
O -3.18222 0.15160 -0.25034 0.02
H 4.05627 0.31920 0.03891 0.00
H 2.61290 0.41426 -0.40150 0.00
O 3.19213 -0.08416 0.19046 0.01
```



Here is how they stack up, most stable first: entry B, entry A.



Entry A
C9H10N | the ωB97M-V functional and the def2-TZVPD basis

HOMO-LUMO gap	0.319	hartree
net charge	+1
multiplicity	1
E_LUMO	-4.858	eV
E_HOMO	-0.4979	hartree
SMILES string	C#C[C@H]1[C@@]2(C)C=C3CC[N@+]312

```
20
Properties=species:S:1:pos:R:3:mulliken_charge:R:1
C -2.78083 1.95939 -0.45428 0.34
C -1.87874 1.30590 -0.00428 -1.05
C -0.96944 0.31249 0.61879 -0.23
C -0.67065 -0.99417 -0.03917 1.06
C -0.77127 -2.46131 0.54939 -1.27
C 0.08794 -0.85910 -1.38364 -0.92
C 0.85827 0.15800 -0.95084 0.01
C 2.05727 1.03529 -0.71335 -0.29
C 1.68411 1.04369 0.72893 -0.45
N 0.58474 0.12605 0.44983 0.11
H -3.47763 2.70426 -0.52491 0.51
H -1.20111 0.39586 1.65013 0.45
H -0.55988 -2.68772 1.53113 0.43
H -0.11040 -3.06618 -0.04497 0.39
H -1.89403 -2.78291 0.58607 0.34
H -0.04348 -1.21589 -2.35047 0.43
H 2.94995 0.32473 -0.89545 0.24
H 2.23777 1.94783 -1.29706 0.34
H 2.43239 0.71116 1.47052 0.30
H 1.46503 2.04263 1.07360 0.26
```



Entry B
C9H10N | the ωB97M-V functional and the def2-TZVPD basis

HOMO-LUMO gap	0.311	hartree
net charge	+1
multiplicity	1
E_LUMO	-4.822	eV
E_HOMO	-0.4886	hartree
SMILES string	C[C@@H]1C=Cc2cccc[n+]21

```
20
Properties=species:S:1:pos:R:3:mulliken_charge:R:1
C 1.49247 1.53705 -1.37311 -1.10
C 1.20686 0.92491 0.05267 0.19
C 2.03628 -0.26768 0.04660 -0.64
C 1.36553 -1.42928 0.01882 -0.76
C -0.03084 -1.28169 0.23689 0.64
C -1.20505 -1.87425 0.37618 -0.61
C -2.36697 -1.21954 0.71988 -0.05
C -2.49926 0.10975 0.66642 -0.58
C -1.37830 0.96076 0.39040 0.28
N -0.15584 0.51204 0.23586 -0.09
H 2.50206 2.10542 -1.26798 0.34
H 0.68136 2.26993 -1.58991 0.34
H 1.63202 0.76508 -2.11561 0.37
H 1.51412 1.66502 0.75538 0.35
H 3.13931 -0.27765 -0.04451 0.43
H 1.66969 -2.42535 0.17655 0.44
H -1.26569 -2.94907 0.38519 0.37
H -3.28677 -1.77761 0.90686 0.37
H -3.43787 0.60490 1.04402 0.31
H -1.61310 2.04727 0.37939 0.39
```



Here is how they stack up, most stable first: entry B, entry A.



Entry A
C4H7N3O3 | the ωB97M-V functional and the def2-TZVPD basis

HOMO-LUMO gap	0.371	hartree
multiplicity	1
E_LUMO	0.034	eV
E_HOMO	-0.3699	hartree
SMILES string	O=C1CCC=N1.O/N=N\O

```
17
Properties=species:S:1:pos:R:3:mulliken_charge:R:1
O 0.22023 -1.75100 1.56085 -0.51
C -0.13496 -1.33522 0.50057 0.40
C -1.50829 -1.49812 -0.14922 -0.48
C -1.41373 -0.64488 -1.40859 -0.37
C 0.01923 -0.21691 -1.38425 -0.28
N 0.69280 -0.58243 -0.37457 -0.37
H -1.66228 -2.55649 -0.36435 0.25
H -2.28580 -1.18282 0.54327 0.28
H -1.65821 -1.17308 -2.33180 0.32
H -2.04827 0.24472 -1.36211 0.24
H 0.46985 0.38120 -2.16128 0.43
O 0.55781 2.15364 0.72559 -0.37
N 1.59295 2.53809 1.64971 -0.16
N 2.51267 1.80441 1.83393 0.05
O 2.71999 0.62199 1.26884 -0.31
H -0.06142 2.88683 0.77519 0.36
H 1.98743 0.31006 0.67822 0.51
```



Entry B
C4H7N3O3 | the ωB97M-V functional and the def2-TZVPD basis

HOMO-LUMO gap (alpha / beta)	0.309 / 0.258	hartree
multiplicity	1
E_LUMO (alpha / beta)	-1.182 / -2.371	eV
E_HOMO (alpha / beta)	-0.3527 / -0.3452	hartree

```
17
Properties=species:S:1:pos:R:3:mulliken_charge:R:1
C 2.26373 1.40024 -0.62384 0.10
C 1.71001 -0.65219 -0.10361 0.59
C -2.82080 0.00604 0.66016 -1.09
C -1.57422 0.01216 -0.36088 0.40
N 3.19978 0.89669 0.17949 -0.56
N 2.95291 -0.36625 0.42332 0.16
N 1.32985 0.47174 -0.82696 -0.36
O 1.29517 -1.80823 0.01292 -0.58
O -1.46877 -1.17769 -0.96993 -0.47
O -0.62976 0.47745 0.33973 -0.42
H 2.30794 2.48878 -0.90397 0.37
H -3.69562 -0.44665 0.18343 0.31
H -2.31852 -0.48071 1.44925 0.36
H -3.31617 1.05827 0.91284 0.26
H -1.89075 0.75960 -1.11810 0.30
H 3.52064 -0.91679 1.19317 0.31
H -0.86540 -1.72246 -0.44702 0.33
```



Here is how they stack up, most stable first: entry A, entry B.



Entry A
C3H6ClNS | the ωB97M-V functional and the def2-TZVPD basis

HOMO-LUMO gap	0.301	hartree
multiplicity	1
E_LUMO	-0.311	eV
E_HOMO	-0.3125	hartree

```
12
Properties=species:S:1:pos:R:3:mulliken_charge:R:1
C -0.81489 -0.95546 -0.80155 -0.20
C 0.54731 -0.58690 -0.33969 -0.67
C 0.23026 1.63177 0.68309 -0.18
H -1.50521 -0.10693 -0.77349 0.21
H -0.90447 -1.31532 -1.89884 0.33
H 1.48797 -1.32413 -0.23062 0.34
H 0.98425 0.10493 -1.27867 0.27
H 0.78541 -0.42430 2.02423 0.34
H -0.37534 1.91588 -0.60298 0.23
N 0.65396 0.23005 1.00748 -0.21
S 0.46736 2.93004 1.95321 -0.26
Cl -1.55663 -2.09965 0.25782 -0.20
```



Entry B
C3H6ClNS | the ωB97M-V functional and the def2-TZVPD basis

HOMO-LUMO gap	0.334	hartree
multiplicity	1
E_LUMO	0.542	eV
E_HOMO	-0.3145	hartree
SMILES string	NC(=S)CCCl

```
12
Properties=species:S:1:pos:R:3:mulliken_charge:R:1
N 0.18837 -1.19064 -1.44151 -0.36
C -0.56463 -0.24322 -0.88527 0.29
S -1.59623 0.74664 -1.72169 -0.32
C -0.43707 -0.21307 0.61019 -0.69
C 0.31397 1.01775 1.11086 -0.44
Cl 2.11632 0.96402 0.62634 -0.23
H 0.34790 -1.16444 -2.47594 0.24
H 0.91568 -1.69358 -0.88606 0.24
H -1.42836 -0.11934 1.05497 0.29
H -0.01493 -1.12607 1.09100 0.29
H 0.22273 1.10060 2.21798 0.34
H -0.06374 1.92136 0.69913 0.35
```



Here is how they stack up, most stable first: entry B, entry A.